Density functional theory data (ωB97M-V/def2-TZVPD) for one molecule with the formula C12H17NOS in a non-equilibrium geometry.

Geometry (Å):
C: -0.4256 -0.1344 -1.2221
C: -0.7783 -1.9919 2.0644
C: -0.7336 -0.5252 2.5044
C: -1.2438 -1.9540 0.5990
C: -0.7053 1.6822 1.1082
C: -0.3987 2.2316 -1.3829
C: -0.2288 0.2212 1.2671
C: -1.3949 1.8211 -0.2662
C: -1.7299 0.3869 -0.6492
C: -0.8740 -0.5665 0.1239
C: 0.3574 0.9254 -1.5554
C: 2.6638 -1.4066 -1.0590
N: 1.6535 0.8778 -1.9885
O: 3.5571 -0.2118 -3.2319
S: 2.2747 -0.6030 -2.6706
H: 0.2184 -2.4344 2.1338
H: -1.4504 -2.5820 2.6886
H: -1.7448 -0.1910 2.7440
H: -0.1017 -0.3696 3.3785
H: -0.7631 -2.7303 0.0024
H: -2.3226 -2.1000 0.5277
H: -1.4227 1.9131 1.8971
H: 0.1251 2.3824 1.2038
H: -0.9313 2.5475 -2.2841
H: 0.2702 3.0367 -1.0763
H: 0.8614 0.1692 1.2194
H: -2.2515 2.4935 -0.2207
H: -2.6831 0.1156 -1.0732
H: 1.7804 -1.3468 -0.4372
H: 2.9140 -2.4442 -1.2595
H: 3.5095 -0.9031 -0.6049
H: 1.9987 1.6908 -2.4807

HOMO energy (spin up / spin down): -5.22 / -9.03 eV
multiplicity: 3
LUMO (spin up / spin down): 0.89 / -1.11 eV


Density functional theory data (ωB97M-V/def2-TZVPD) for C18H20BrF5InN2O as an isolated structure in a non-equilibrium geometry.

Geometry (Å):
C: 3.7632 3.6502 1.8727
C: 2.9782 4.9094 1.6120
O: 1.5123 4.6982 1.5784
C: 1.0316 3.6065 1.0971
C: 0.1913 2.8257 2.0077
N: -0.4036 1.7156 1.6677
C: -0.1915 1.3541 0.3883
C: -0.9333 0.1248 -0.1527
C: -1.8896 -0.5685 0.7972
C: -3.1542 0.2890 0.9599
C: -4.2409 -0.4834 1.7315
Br: -3.7745 0.8086 -0.8005
C: -0.7934 -0.2777 -1.5194
C: -1.5152 -1.4476 -2.1363
C: -0.8459 -2.8739 -2.1220
C: 0.6849 -2.9742 -1.9804
C: 1.2074 -3.4816 -0.6567
F: 2.4698 -3.0508 -0.4758
F: 0.4855 -2.8285 0.4497
C: 1.1065 -5.0120 -0.3695
F: 1.4982 -5.6608 -1.4231
F: 1.8794 -5.2730 0.6519
F: -0.1402 -5.2923 -0.0692
C: 0.0452 0.5431 -2.3326
C: 0.7066 1.6625 -1.8587
C: 0.6219 2.1035 -0.5274
N: 1.2375 3.2416 -0.1408
H: 3.8748 3.0280 0.9861
H: 4.7706 3.9619 2.1413
H: 3.3801 3.0849 2.7221
H: 3.3014 5.4132 0.7066
H: 3.1331 5.6099 2.4240
H: 0.0467 3.2049 3.0123
H: -1.4586 -0.6543 1.8000
H: -2.1449 -1.5660 0.4539
H: -2.9350 1.1901 1.5188
H: -4.6471 0.1171 2.5373
H: -5.0479 -0.7955 1.0758
H: -3.8273 -1.3935 2.1634
H: -1.7781 -1.1470 -3.1464
H: -2.4562 -1.5560 -1.6107
H: -1.3507 -3.5033 -1.3954
H: -1.0948 -3.2954 -3.0904
H: 1.2058 -2.0463 -2.2517
H: 1.0516 -3.7240 -2.6835
H: 0.1614 0.2975 -3.3802
H: 1.2963 2.2528 -2.5494
In: 0.9816 -0.7876 0.3168

HOMO energy: -19.23 eV
multiplicity: 1
net charge: +3
LUMO: -15.23 eV


Density functional theory data (ωB97M-V/def2-TZVPD) for a 2-piece molecular cluster, C7H6N4 overall in a non-equilibrium geometry.

Geometry (Å):
C: 1.8923 -0.9323 1.9824
C: -0.4037 0.3323 -2.2391
C: -0.0020 1.5915 -1.7901
C: -0.8352 -0.6653 -1.3420
C: 0.3806 1.8271 -0.4694
C: -0.7272 -0.3226 -0.0072
C: -0.0148 0.7836 0.4014
N: 1.4123 -1.9801 1.6626
N: -1.1673 -1.0714 1.0600
N: -0.6271 -0.3418 2.0746
N: 0.0351 0.6917 1.7667
H: -0.7136 -0.0403 -3.2293
H: 0.4697 2.1341 -2.6144
H: -1.3159 -1.5550 -1.6770
H: 0.9561 2.7253 -0.1912
H: 1.6398 -2.7812 1.6356
H: -0.9792 -0.3956 2.9765

HOMO energy (spin up / spin down): -8.60 / -8.60 eV
multiplicity: 1
LUMO (spin up / spin down): 0.20 / 0.20 eV


Density functional theory data (ωB97M-V/def2-TZVPD) for one molecule with the formula C4H9NOS2 in a non-equilibrium geometry.

Geometry (Å):
C: -0.2355 -1.3317 0.2549
C: 0.4338 -0.4589 -0.8162
C: -0.6089 0.6557 -0.6011
C: -1.5126 -0.4325 0.1662
H: 1.2066 -1.7327 1.7637
H: 0.3497 -0.3236 1.9313
H: -0.4624 -2.3643 -0.2807
H: 0.3260 -0.8702 -1.8270
H: 1.9105 0.0906 0.7633
H: -1.0993 0.9285 -1.6254
H: -1.2336 2.7777 0.5897
H: -1.8864 -0.2575 1.1991
H: -3.3411 -0.1455 -0.5656
N: 0.2517 -1.3162 1.5953
O: -2.6203 -0.9044 -0.5965
S: 2.2333 -0.3517 -0.4963
S: -0.0477 2.0861 0.3484

HOMO energy: -9.01 eV
multiplicity: 1
LUMO: 0.45 eV


Density functional theory data (ωB97M-V/def2-TZVPD) for C2H2FLuO2 as an isolated structure in a non-equilibrium geometry.

Geometry (Å):
H: -0.3016 1.4833 0.0682
O: 0.9386 -0.6505 1.0710
C: 0.7773 0.2340 0.2312
C: -0.5341 0.3805 -0.5045
O: -1.4449 -0.4816 -0.0923
F: 1.8455 0.6410 -0.4864
H: -0.3693 0.4960 -1.5952
Lu: -0.9114 -2.1027 1.3079

HOMO energy (spin up / spin down): -12.31 / -14.36 eV
multiplicity: 2
net charge: +1
LUMO (spin up / spin down): -4.77 / -6.01 eV


Density functional theory data (ωB97M-V/def2-TZVPD) for one molecule with the formula C7H14N2O in a non-equilibrium geometry.

Geometry (Å):
C: -0.4161 -0.4392 -0.6594
C: 0.8656 -0.7759 -1.4259
C: -1.2118 0.6749 -1.3440
C: 1.7367 1.5725 0.5361
N: -0.1499 -0.0789 0.7619
C: -1.2802 -1.7420 -0.6643
C: 0.5464 1.0120 1.2703
N: -0.9991 -2.6149 0.3558
C: 0.1969 1.5536 2.4486
O: -2.1075 -2.0317 -1.5193
H: -0.9814 -0.2717 1.3237
H: -0.2795 -2.3894 1.0333
H: -1.4932 -3.4945 0.4025
H: 1.4430 0.1159 -1.6829
H: 1.5147 -1.4453 -0.8501
H: 0.6353 -1.2801 -2.3725
H: -1.4887 0.4008 -2.3679
H: -0.6452 1.6099 -1.3939
H: -2.1395 0.8829 -0.7973
H: 2.4771 0.7881 0.3503
H: 1.4371 2.0222 -0.4142
H: 2.2437 2.3551 1.1123
H: -0.6391 1.1776 3.0282
H: 0.7348 2.3979 2.8685

HOMO energy: -8.12 eV
multiplicity: 1
LUMO: 0.80 eV


Density functional theory data (ωB97M-V/def2-TZVPD) for C28H58F2N2O24S2Zn as an isolated structure in a non-equilibrium geometry.

Geometry (Å):
Zn: -0.7521 1.9482 -2.1142
N: -3.3604 3.2890 -2.7781
S: -3.8107 4.5646 -3.4620
O: -4.6991 5.4381 -2.7719
O: -4.0006 4.4041 -4.9242
F: -2.4000 5.3105 -3.3247
S: -4.9282 2.7202 -2.6990
O: -5.3897 2.1630 -3.9610
O: -5.9774 3.2871 -1.8609
F: -4.4415 1.5265 -1.7870
C: 0.6683 -1.4695 1.5481
C: 0.3892 -0.3229 0.5869
O: -0.5944 0.3839 0.6690
O: 1.0591 -0.1617 -0.4573
H: 1.3059 -2.2124 1.0688
H: -0.2029 -2.0382 1.8731
H: 1.3189 -1.1276 2.3530
C: -2.6187 -7.1231 3.9951
O: -4.0697 -6.9130 3.8671
C: -4.2642 -5.5293 3.7917
C: -4.1989 -4.8614 2.4094
O: -5.1633 -5.3852 1.4547
C: -4.6495 -6.4394 0.6482
C: -5.5984 -6.8403 -0.5451
O: -5.5642 -5.8353 -1.5839
C: -6.4558 -6.1678 -2.6748
H: -1.8982 -6.8484 3.2247
H: -2.4358 -8.1974 4.0167
H: -2.1491 -6.7419 4.9019
H: -3.7489 -4.9113 4.5269
H: -5.2709 -5.4043 4.1906
H: -3.1478 -4.8962 2.1225
H: -4.4116 -3.7961 2.4977
H: -4.6888 -7.3994 1.1630
H: -3.6532 -6.2041 0.2741
H: -6.5678 -7.0633 -0.0996
H: -5.1376 -7.7574 -0.9121
H: -6.2740 -5.5958 -3.5847
H: -7.4854 -6.0145 -2.3514
H: -6.2877 -7.2358 -2.8133
C: 5.0140 5.7368 6.0814
O: 3.6280 5.8348 5.7728
C: 3.0394 5.0493 4.7254
C: 2.7713 3.5272 5.1506
O: 1.8754 3.3166 6.2722
C: 0.5031 3.5926 5.9225
C: -0.2385 2.7750 4.8413
O: -1.6373 3.1119 4.8891
C: -2.4595 2.4703 3.9031
H: 5.4516 4.7943 6.4104
H: 5.0536 6.5186 6.8399
H: 5.5936 6.1012 5.2332
H: 3.6522 4.9540 3.8290
H: 2.1688 5.6149 4.3934
H: 3.6703 2.9952 5.4618
H: 2.3663 2.9827 4.2977
H: 0.3640 4.6726 5.8739
H: 0.0518 3.3746 6.8905
H: 0.1991 1.7872 4.9856
H: 0.1148 3.1039 3.8640
H: -2.1439 2.8838 2.9453
H: -3.4732 2.7511 4.1889
H: -2.4102 1.3820 3.9388
C: 5.8200 -1.2667 1.1160
O: 5.3063 -2.3165 0.2428
C: 5.3025 -2.1324 -1.1084
O: 5.7408 -1.1207 -1.7412
O: 4.6409 -3.1621 -1.6145
C: 4.3450 -3.1209 -3.0101
H: 5.0425 -0.5222 1.2877
H: 6.6087 -0.6417 0.6973
H: 6.2202 -1.6757 2.0437
H: 4.0427 -2.1567 -3.4189
H: 3.4622 -3.6840 -3.3126
H: 5.1542 -3.5198 -3.6218
C: -2.6342 -0.4600 -6.2823
O: -1.9808 -1.5884 -5.8925
C: -1.7325 -1.7392 -4.6309
O: -1.7013 -0.8292 -3.8210
O: -1.5815 -2.9937 -4.4127
C: -1.1131 -3.3309 -3.1392
H: -2.4256 0.4659 -5.7464
H: -3.7085 -0.5849 -6.4174
H: -2.3355 -0.1992 -7.2976
H: -1.0450 -4.4086 -2.9908
H: -1.8242 -2.9086 -2.4293
H: -0.1985 -2.8336 -2.8163
C: 3.6353 4.4975 -0.8923
O: 2.7813 5.4596 -0.2629
C: 1.4674 5.2978 -0.3114
O: 0.8879 4.4263 -0.9769
O: 0.8761 6.0751 0.6543
C: -0.5461 5.9177 0.9296
H: 4.6304 4.6241 -0.4659
H: 3.5856 4.6609 -1.9689
H: 3.6289 3.4391 -0.6321
H: -1.0549 6.1537 -0.0050
H: -0.7997 6.5634 1.7704
H: -0.7754 4.9046 1.2598
C: 3.2832 1.9363 -6.6823
O: 2.2674 2.8263 -7.0462
C: 1.2169 3.0301 -6.2719
O: 1.0769 2.4627 -5.1562
O: 0.3435 3.8359 -6.7994
C: 0.1503 4.0735 -8.1558
H: 2.9353 1.1424 -6.0214
H: 4.0712 2.5174 -6.2034
H: 3.7260 1.4861 -7.5707
H: -0.2842 3.2478 -8.7193
H: 1.1067 4.3983 -8.5655
H: -0.4852 4.9534 -8.2557
C: 4.7961 -4.2257 4.9770
C: 5.9374 -4.0296 5.8737
N: 6.8673 -3.8847 6.5980
H: 4.3865 -5.2081 5.2121
H: 5.2498 -4.2635 3.9866
H: 4.0329 -3.4616 4.8295

HOMO energy: -9.57 eV
multiplicity: 1
LUMO: -5.37 eV


What did the first record say?
Density functional theory data (ωB97M-V/def2-TZVPD) for one molecule with the formula C12H17NOS in a non-equilibrium geometry.

Geometry (Å):
C: -0.4256 -0.1344 -1.2221
C: -0.7783 -1.9919 2.0644
C: -0.7336 -0.5252 2.5044
C: -1.2438 -1.9540 0.5990
C: -0.7053 1.6822 1.1082
C: -0.3987 2.2316 -1.3829
C: -0.2288 0.2212 1.2671
C: -1.3949 1.8211 -0.2662
C: -1.7299 0.3869 -0.6492
C: -0.8740 -0.5665 0.1239
C: 0.3574 0.9254 -1.5554
C: 2.6638 -1.4066 -1.0590
N: 1.6535 0.8778 -1.9885
O: 3.5571 -0.2118 -3.2319
S: 2.2747 -0.6030 -2.6706
H: 0.2184 -2.4344 2.1338
H: -1.4504 -2.5820 2.6886
H: -1.7448 -0.1910 2.7440
H: -0.1017 -0.3696 3.3785
H: -0.7631 -2.7303 0.0024
H: -2.3226 -2.1000 0.5277
H: -1.4227 1.9131 1.8971
H: 0.1251 2.3824 1.2038
H: -0.9313 2.5475 -2.2841
H: 0.2702 3.0367 -1.0763
H: 0.8614 0.1692 1.2194
H: -2.2515 2.4935 -0.2207
H: -2.6831 0.1156 -1.0732
H: 1.7804 -1.3468 -0.4372
H: 2.9140 -2.4442 -1.2595
H: 3.5095 -0.9031 -0.6049
H: 1.9987 1.6908 -2.4807

HOMO energy (spin up / spin down): -5.22 / -9.03 eV
multiplicity: 3
LUMO (spin up / spin down): 0.89 / -1.11 eV